The following is a DFT calculation (ωB97M-V with the def2-TZVPD basis set) of one molecule with the formula C16H14OS.

Each line ends with the Mulliken charge.
Atoms and positions in Å:
C -3.363 1.237 -1.000  -1.339
C -2.302 0.180 -1.010  0.783
C -1.695 -0.222 -2.192  -0.636
C -0.681 -1.163 -2.189  -0.460
C -0.267 -1.709 -0.988  -0.165
C -0.887 -1.351 0.199  -0.237
C -1.895 -0.408 0.183  -0.412
H -2.365 -0.114 1.111  0.413
H -0.571 -1.798 1.131  0.460
S 1.075 -2.883 -0.948  -0.208
C 2.249 -2.096 0.074  -0.338
C 2.318 -0.815 0.439  -0.641
C 1.533 0.311 -0.114  0.599
O 1.463 0.521 -1.310  -0.568
C 0.868 1.204 0.871  0.538
C 0.257 2.365 0.401  -0.435
C -0.428 3.194 1.267  -0.569
C -0.515 2.868 2.612  -0.395
C 0.085 1.713 3.086  -0.823
C 0.775 0.882 2.223  -0.293
H 1.229 -0.024 2.596  0.433
H 0.011 1.458 4.133  0.400
H -1.054 3.513 3.290  0.413
H -0.897 4.095 0.898  0.445
H 0.331 2.591 -0.652  0.465
H 3.070 -0.527 1.163  0.454
H 2.954 -2.820 0.456  0.394
H -0.196 -1.454 -3.107  0.423
H -2.004 0.218 -3.129  0.337
H -2.980 2.138 -0.521  0.224
H -4.231 0.904 -0.434  0.343
H -3.675 1.488 -2.010  0.396

## Properties
relative energy (zero: lowest compared OMol25 entry of this formula, charge and spin) = 0.0 kJ/mol
total charge = 0
gap between HOMO and LUMO = 0.307 Eh
SMILES = Cc1ccc(S/C=C\C(=O)c2ccccc2)cc1
HOMO energy = -0.3044 Eh